Entry from OMol25: a cluster of 2 separate species, C3H5N2 in total (ωB97M-V/def2-TZVPD).

As for the total charge: +1. The value obtained for the HOMO-LUMO gap is 0.368 hartree.

Element x y z (Å)
C1 -1.201 1.069 -0.138
C2 -0.870 -0.129 0.346
C3 0.100 -0.886 -0.255
N1 2.871 0.163 0.475
N2 2.023 -0.161 -0.119
H1 -1.890 1.720 0.393
H2 -0.787 1.336 -1.077
H3 -1.241 -0.431 1.326
H4 0.514 -1.717 0.329
H5 0.480 -0.965 -1.279



Entry from OMol25: a structure of composition C44H53CoN5OP2SSi2 (ωB97M-V/def2-TZVPD).

Its expectation value of S² is 6.33. As for the spin multiplicity: 5. As for the total charge: +1. The value obtained for the HOMO-LUMO gap (alpha / beta) is 0.236 / 0.190 hartree.

Element x y z (Å)
Co1 0.325 -0.287 0.213
C1 1.958 3.454 -1.015
Si1 0.168 2.935 -0.795
C2 -0.851 3.857 -2.036
C3 -0.853 5.863 2.249
N1 -0.215 1.244 -0.977
P1 -0.170 0.292 -2.279
C4 0.299 -1.230 -1.701
P2 0.046 -2.687 -0.829
N2 0.046 -2.173 0.708
Si2 -0.221 -3.066 2.128
C5 -1.947 -2.730 2.915
C6 1.098 -2.742 3.413
C7 -0.353 -4.905 1.745
C8 1.418 -3.797 -1.184
C9 2.623 -3.686 -0.455
C10 3.733 -4.509 -0.649
C11 3.605 -5.511 -1.613
C12 2.410 -5.636 -2.382
C13 1.418 -4.652 -2.295
C14 -1.513 -3.572 -1.058
C15 -2.720 -2.903 -0.953
C16 -3.897 -3.534 -1.341
C17 -3.939 -4.777 -1.889
C18 -2.723 -5.509 -1.890
C19 -1.531 -4.941 -1.441
C20 0.993 0.807 -3.570
C21 2.289 0.263 -3.674
C22 3.183 0.726 -4.635
C23 2.877 1.825 -5.444
C24 1.562 2.222 -5.474
C25 0.600 1.707 -4.562
C26 -1.756 0.191 -3.080
C27 -2.971 0.616 -2.471
C28 -4.157 0.289 -3.120
C29 -4.106 -0.310 -4.398
C30 -2.890 -0.622 -4.998
C31 -1.709 -0.405 -4.372
H1 2.029 4.465 -0.616
H2 2.334 3.449 -2.018
H3 2.577 2.779 -0.353
H4 -0.380 4.729 -2.535
H5 -1.831 4.284 -1.641
H6 -1.205 3.240 -2.839
H7 -0.387 6.882 2.283
H8 -0.213 5.874 0.289
H9 -0.767 4.823 4.255
H10 -1.996 -1.917 3.649
H11 -2.219 -3.593 3.527
H12 -2.724 -2.537 2.171
H13 2.112 -2.619 2.879
H14 1.207 -3.620 4.044
H15 0.741 -1.846 4.032
H16 -1.430 -5.086 1.581
H17 -0.142 -5.472 2.668
H18 0.177 -5.303 0.902
H19 2.624 -2.914 0.276
H20 4.625 -4.467 -0.065
H21 4.429 -6.228 -1.698
H22 2.337 -6.410 -3.097
H23 0.574 -4.602 -2.993
H24 -2.712 -1.870 -0.592
H25 -4.840 -3.046 -1.179
H26 -4.817 -5.220 -2.264
H27 -2.709 -6.551 -2.186
H28 -0.681 -5.530 -1.171
H29 2.561 -0.559 -3.047
H30 4.205 0.334 -4.571
H31 3.703 2.380 -5.939
H32 1.229 2.818 -6.335
H33 -0.423 2.182 -4.608
H34 -2.915 1.111 -1.514
H35 -5.139 0.517 -2.713
H36 -5.032 -0.532 -4.921
H37 -2.976 -1.038 -5.989
H38 -0.756 -0.603 -4.831
O1 -2.911 0.966 3.172
C32 -2.975 1.844 2.031
C33 -2.002 2.962 2.353
C34 -2.290 4.020 3.199
C35 -1.412 5.258 3.437
C36 -0.770 5.175 0.975
C37 -0.085 3.755 1.038
N3 -0.640 2.797 1.939
H39 -3.569 0.284 3.087
H40 -3.977 2.256 1.958
H41 -2.784 1.331 1.060
H42 -3.200 3.874 3.857
H43 -2.045 5.972 3.918
H44 -1.827 5.006 0.643
H45 0.962 3.888 1.347
N4 -0.310 1.281 3.785
C38 0.301 1.996 2.741
S1 1.368 0.828 1.661
N5 1.223 2.994 3.353
C39 2.546 2.434 3.578
C40 3.533 2.337 2.595
C41 4.684 1.534 2.842
C42 4.933 1.024 4.106
C43 4.093 1.357 5.120
C44 2.913 2.063 4.900
H46 -1.272 1.006 3.548
H47 0.283 0.515 4.118
H48 0.876 3.196 4.262
H49 3.434 2.731 1.573
H50 5.263 1.141 2.039
H51 5.850 0.455 4.310
H52 4.367 1.071 6.136
H53 2.143 2.237 5.691



Entry from OMol25: a structure of composition C42H50BN4OS2Tc (ωB97M-V/def2-TZVPD).

Its expectation value of S² is 1.22. As for the spin multiplicity: 2. As for the total charge: +1. The value obtained for the HOMO-LUMO gap (alpha / beta) is 0.210 / 0.230 hartree.

Element x y z (Å)
Tc1 1.133 1.338 0.486
C1 4.168 -1.740 -0.531
C2 2.979 -1.202 0.250
N1 2.533 -0.013 -0.137
N2 3.351 0.602 -1.101
C3 2.874 1.547 -1.813
S1 1.219 2.156 -1.695
S2 4.029 2.354 -2.866
C4 3.140 2.217 -4.477
C5 3.197 0.810 -5.011
C6 4.264 0.395 -5.803
C7 4.356 -0.923 -6.230
C8 3.377 -1.844 -5.874
C9 2.302 -1.434 -5.095
C10 2.215 -0.114 -4.667
C11 2.472 -2.075 1.332
C12 2.836 -3.375 1.186
C13 2.726 -4.386 2.215
C14 1.960 -4.161 3.280
C15 1.111 -2.929 3.307
C16 1.852 -1.703 2.716
O1 1.338 0.648 2.201
H1 4.797 -0.929 -0.873
H2 3.815 -2.250 -1.437
H3 4.760 -2.420 0.068
H4 3.669 2.914 -5.121
H5 2.123 2.572 -4.330
H6 5.032 1.110 -6.086
H7 5.194 -1.231 -6.847
H8 3.449 -2.872 -6.210
H9 1.519 -2.140 -4.831
H10 1.365 0.206 -4.075
H11 3.268 -3.709 0.251
H12 3.284 -5.308 2.088
H13 1.853 -4.893 4.077
H14 0.846 -2.694 4.333
C17 -2.421 -2.357 -1.996
C18 -1.161 -1.642 -2.499
C19 0.031 -1.953 -1.588
C20 -1.353 -0.156 -2.825
C21 -1.184 0.188 -4.165
C22 -1.353 1.486 -4.612
C23 -1.735 2.467 -3.717
C24 -1.927 2.191 -2.364
C25 -2.409 3.379 -1.517
C26 -3.857 3.237 -1.025
C27 -1.497 3.831 -0.369
C28 -1.700 0.871 -1.926
N3 -1.830 0.585 -0.513
B1 -0.877 0.693 0.559
N4 -1.636 0.365 1.756
C29 -2.933 0.023 1.351
C30 -3.046 0.160 0.024
C31 -1.348 0.385 3.166
C32 -2.220 1.037 4.047
C33 -2.006 0.868 5.414
C34 -0.920 0.161 5.896
C35 0.006 -0.364 5.008
C36 -0.208 -0.275 3.642
C37 0.777 -0.633 2.557
C38 3.034 -1.250 3.596
C39 -0.206 -3.276 2.568
C40 -3.286 2.031 3.598
C41 -4.688 1.651 4.082
C42 -2.911 3.440 4.082
H15 -2.312 -3.436 -2.146
H16 -3.309 -2.032 -2.545
H17 -2.586 -2.189 -0.931
H18 -0.929 -2.094 -3.464
H19 -0.181 -1.681 -0.549
H20 0.929 -1.417 -1.909
H21 0.246 -3.029 -1.613
H22 -0.908 -0.586 -4.875
H23 -1.201 1.728 -5.659
H24 -1.897 3.479 -4.074
H25 -2.417 4.212 -2.220
H26 -3.929 2.574 -0.163
H27 -4.511 2.856 -1.815
H28 -4.234 4.216 -0.721
H29 -1.449 3.089 0.431
H30 -1.895 4.750 0.070
H31 -0.485 4.048 -0.721
H32 -3.680 -0.317 2.052
H33 -3.913 -0.007 -0.596
H34 -2.693 1.330 6.119
H35 -0.768 0.054 6.965
H36 0.903 -0.825 5.401
H37 0.181 -1.003 1.726
H38 2.723 -1.002 4.612
H39 3.498 -0.361 3.165
H40 3.787 -2.039 3.652
H41 -0.565 -4.255 2.888
H42 -0.042 -3.320 1.486
H43 -0.993 -2.549 2.781
H44 -3.305 2.068 2.513
H45 -4.760 1.720 5.171
H46 -4.956 0.630 3.794
H47 -5.430 2.330 3.656
H48 -2.931 3.500 5.174
H49 -3.619 4.175 3.690
H50 -1.907 3.716 3.748



Entry from OMol25: a cluster of 5 separate species, C11H31NO5 in total (ωB97M-V/def2-TZVPD).

Its SMILES is CC1(C)CCCC(C)(C)N1O.CO.CO.O.O. The value obtained for the HOMO-LUMO gap is 0.315 hartree.

Element x y z (Å)
C1 2.468 -3.721 -4.015
O1 1.104 -3.978 -4.227
H1 3.096 -4.035 -4.848
H2 2.625 -2.678 -3.726
H3 2.893 -4.319 -3.189
H4 0.561 -3.554 -3.564
C2 2.711 -0.513 -1.192
O2 3.990 -0.265 -1.797
H5 2.737 -1.383 -0.534
H6 2.415 0.385 -0.655
H7 1.979 -0.737 -1.976
H8 4.492 -1.091 -1.720
O3 4.052 2.462 -1.049
H9 4.804 2.944 -1.406
H10 4.182 1.536 -1.340
O4 5.428 -2.631 -2.379
H11 5.821 -3.503 -2.263
H12 5.846 -2.271 -3.172
C3 -2.444 3.269 2.688
C4 -2.536 2.082 1.715
C5 -1.863 2.508 0.388
C6 -1.562 1.276 -0.499
C7 -0.720 0.281 0.255
C8 -1.366 -0.204 1.568
N1 -1.806 0.967 2.301
O5 -2.313 0.619 3.575
C9 -2.522 -1.192 1.279
C10 -0.289 -0.986 2.316
C11 -4.004 1.802 1.438
H13 -2.677 4.174 2.123
H14 -1.424 3.356 3.061
H15 -3.124 3.184 3.533
H16 -2.519 3.158 -0.189
H17 -0.981 3.091 0.662
H18 -1.055 1.645 -1.391
H19 -2.516 0.833 -0.790
H20 0.238 0.705 0.572
H21 -0.490 -0.596 -0.354
H22 -3.512 -0.832 0.996
H23 -2.223 -1.940 0.542
H24 -2.755 -1.734 2.206
H25 -0.644 -1.432 3.247
H26 0.047 -1.828 1.712
H27 0.513 -0.283 2.547
H28 -4.235 1.051 0.677
H29 -4.627 2.659 1.164
H30 -4.571 1.398 2.295
H31 -3.228 0.322 3.416



Entry from OMol25: a structure of composition C5H9O5Rb (ωB97M-V/def2-TZVPD).

The value obtained for the HOMO-LUMO gap is 0.179 hartree.

Element x y z (Å)
C1 1.836 -1.605 1.636
C2 1.708 -0.933 0.282
O1 1.063 0.334 0.366
Rb1 1.562 3.045 1.879
H1 2.198 -2.634 1.504
H2 2.551 -1.065 2.272
H3 0.871 -1.649 2.160
H4 1.148 -1.572 -0.421
H5 2.699 -0.764 -0.164
C3 -0.443 0.405 0.032
C4 -0.561 0.777 -1.438
O2 -1.801 1.401 -1.698
C5 -2.914 0.563 -1.768
O3 -3.068 -0.199 -0.781
O4 -3.466 0.537 -2.874
O5 -0.926 1.455 0.835
H6 -0.810 -0.577 0.356
H7 -0.444 -0.123 -2.053
H8 0.227 1.494 -1.704
H9 -1.430 1.109 1.579



Entry from OMol25: an isolated molecule of CH4NOP (ωB97M-V/def2-TZVPD).

Its SMILES is NC(=O)P. The value obtained for the HOMO-LUMO gap is 0.381 hartree.

Element x y z (Å)
C1 -0.390 0.783 -0.249
N1 -1.169 -0.338 -0.332
O1 -1.011 1.970 -0.047
P1 1.484 0.515 -0.301
H1 -2.176 -0.124 -0.493
H2 -0.653 -1.221 -0.559
H3 1.189 0.628 1.026
H4 1.428 -0.835 -0.288